Entry 1:
14
Properties=species:S:1:pos:R:3 method="wB97M-V/def2-TZVPD" charge=0 lumo_ev=0.82 multiplicity=1 smiles="C1=NOC2(CC2)ON1" homo_lumo_gap_ev=9.5434 fmax_ev_per_a=5.0
C 1.753 -0.238 0.400
N 1.169 -1.369 0.063
O 0.019 -1.081 -0.741
C -0.651 0.077 -0.306
C -2.109 0.009 -0.252
C -1.405 -0.087 1.047
O 0.038 1.390 -0.347
N 1.347 1.083 0.058
H 2.646 -0.301 0.890
H -2.841 0.780 -0.591
H -2.491 -0.910 -0.642
H -1.451 -0.959 1.579
H -1.646 0.753 1.771
H 2.189 1.611 -0.479

=====

Entry 2:
14
Properties=species:S:1:pos:R:3 method="wB97M-V/def2-TZVPD" charge=0 lumo_ev=1.08 multiplicity=1 smiles="O=CO/C=N/N1CC1" homo_lumo_gap_ev=10.3664 fmax_ev_per_a=4.6
O -2.450 1.278 0.222
C -2.670 0.233 -0.379
O -2.243 -1.027 0.065
C -0.885 -1.165 0.510
N -0.145 -0.524 -0.242
N 1.178 -0.637 0.156
C 2.192 0.055 -0.618
C 1.481 0.827 0.561
H -3.340 0.063 -1.442
H -0.492 -1.776 1.266
H 1.708 0.413 -1.539
H 3.346 -0.262 -0.581
H 0.579 1.450 0.173
H 1.741 1.073 1.848

=====

Entry 3:
14
Properties=species:S:1:pos:R:3 method="wB97M-V/def2-TZVPD" charge=0 lumo_ev=0.69 multiplicity=1 smiles=CNc1cnc(O)o1 homo_lumo_gap_ev=8.8972 fmax_ev_per_a=2.5
C -0.475 -0.213 -2.612
N -0.302 -1.184 -1.565
C -0.353 -0.637 -0.350
C -1.241 -0.381 0.634
N -0.684 0.409 1.597
C 0.531 0.616 1.198
O 1.504 1.231 1.850
O 0.832 0.061 0.032
H -0.653 -0.697 -3.568
H -1.297 0.441 -2.387
H 0.350 0.447 -2.767
H -0.832 -2.051 -1.697
H -2.317 -0.630 0.712
H 2.201 1.263 1.204

=====

Entry 4:
14
Properties=species:S:1:pos:R:3 method="wB97M-V/def2-TZVPD" charge=0 lumo_ev=0.68 multiplicity=1 smiles="CNN=c1occo1" homo_lumo_gap_ev=9.1956 fmax_ev_per_a=7.7
C 2.354 0.463 0.454
N 1.783 -0.245 -0.739
N 0.633 -1.151 -0.279
C -0.583 -0.588 -0.186
O -1.679 -1.221 0.268
C -2.749 -0.301 0.039
C -2.245 0.931 -0.099
O -0.754 0.714 -0.244
H 2.051 -0.539 1.189
H 3.644 0.441 0.775
H 1.766 1.308 0.457
H 2.301 -1.066 -0.842
H -3.922 -0.660 -0.113
H -2.599 1.915 -0.679

=====

Entry 5:
14
Properties=species:S:1:pos:R:3 method="wB97M-V/def2-TZVPD" charge=0 lumo_ev=0.57 multiplicity=1 smiles=CN1O[C@]1(C)OC#N homo_lumo_gap_ev=9.2200 fmax_ev_per_a=4.1
C -0.136 -1.911 -0.294
N 0.210 -0.647 0.255
O 0.172 0.065 1.506
C 0.184 0.759 0.293
C 1.359 1.598 -0.096
O -1.012 1.183 -0.256
C -1.979 0.274 0.104
N -3.054 -0.047 0.376
H -1.186 -1.944 -0.592
H 0.497 -2.061 -1.169
H 0.042 -2.689 0.446
H 2.274 1.100 0.210
H 1.271 2.568 0.391
H 1.358 1.753 -1.173

=====

Entry 6:
14
Properties=species:S:1:pos:R:3 method="wB97M-V/def2-TZVPD" charge=0 lumo_ev="-0.28 / -0.28" multiplicity=1 homo_lumo_gap_ev="7.5567 / 7.5532" fmax_ev_per_a=4.9
C 1.040 -0.014 1.119
C -1.099 -0.998 1.011
C 1.389 -0.392 -0.202
C 0.148 0.270 -1.147
N -0.085 -0.478 1.530
N -1.213 0.125 -0.563
O -2.118 -1.600 1.068
O -1.641 1.336 -0.101
H 1.724 0.633 1.800
H 2.385 0.153 -0.490
H 1.534 -1.455 -0.348
H 0.319 1.345 -1.528
H 0.179 -0.369 -1.983
H -2.562 1.444 -0.164

=====

Entry 7:
14
Properties=species:S:1:pos:R:3 method="wB97M-V/def2-TZVPD" charge=0 lumo_ev=-0.15 multiplicity=1 homo_lumo_gap_ev=8.0164 fmax_ev_per_a=8.6
C 1.181 -0.164 0.022
C 0.316 1.147 0.312
C -1.738 0.230 -0.470
C 0.244 -0.050 1.355
H 1.324 -0.692 -2.227
H -0.573 -1.284 -0.891
H 2.351 -0.260 0.278
H 1.075 2.150 0.528
H -2.406 0.176 -1.423
H 0.666 0.304 2.257
N 0.881 -1.174 -0.928
N -1.789 -0.936 0.124
O -0.774 1.384 -0.306
O -0.758 -0.832 1.368

=====

Entry 8:
14
Properties=species:S:1:pos:R:3 method="wB97M-V/def2-TZVPD" charge=0 lumo_ev=0.02 multiplicity=1 homo_lumo_gap_ev=8.0463 fmax_ev_per_a=4.7
C 0.154 -0.805 -1.262
C -1.050 -0.221 -0.588
C 0.946 0.050 -0.335
C 0.385 -0.301 1.370
O -1.765 0.636 -1.313
N 1.961 0.768 -0.587
N 0.165 0.572 2.262
O -1.416 -0.496 0.611
H -2.406 1.060 -0.714
H 2.272 1.255 0.264
H -0.678 1.123 2.094
H 0.225 -1.874 -1.053
H 0.242 -0.565 -2.323
H 0.966 -1.200 1.574

=====

Entry 9:
14
Properties=species:S:1:pos:R:3 method="wB97M-V/def2-TZVPD" charge=0 lumo_ev="-2.12 / -2.12" multiplicity=1 homo_lumo_gap_ev="7.3743 / 7.3768" fmax_ev_per_a=3.3
C 0.730 -0.109 1.304
C 1.103 -1.208 0.546
N -0.310 1.290 -0.751
C -0.452 1.238 0.521
O -1.309 1.884 -1.510
C -0.503 -1.533 -1.535
O -1.070 1.809 1.377
N -0.542 -2.677 -1.653
H -1.465 2.745 -1.079
H -0.517 -0.421 -1.404
H 0.186 -0.297 2.222
H 1.566 0.587 1.422
H 1.862 -1.115 -0.222
H 0.721 -2.194 0.762

=====

Entry 10:
14
Properties=species:S:1:pos:R:3 method="wB97M-V/def2-TZVPD" charge=0 lumo_ev=0.54 multiplicity=1 smiles="C=C1COC(=O)N1N" homo_lumo_gap_ev=10.1686 fmax_ev_per_a=4.9
C -0.245 -0.753 1.531
C -0.255 -0.389 0.252
C -1.439 -0.384 -0.756
O -1.063 0.611 -1.707
C 0.320 0.796 -1.654
O 0.910 1.311 -2.597
N 0.751 0.197 -0.522
N 1.840 0.631 0.282
H 0.563 -0.711 2.278
H -1.125 -0.910 2.178
H -1.669 -1.298 -1.278
H -2.268 -0.174 -0.025
H 2.359 -0.121 0.864
H 1.320 1.196 1.153

=====

Entry 11:
15
Properties=species:S:1:pos:R:3 method="wB97M-V/def2-TZVPD" charge=0 lumo_ev="0.26 / 0.26" multiplicity=1 homo_lumo_gap_ev="8.5191 / 8.5184" fmax_ev_per_a=5.1
C 0.967 1.885 1.044
C 0.083 -0.340 -0.847
C -0.194 -0.192 0.687
C 1.519 -0.119 -1.087
N 2.004 0.805 -0.229
N -0.083 1.209 1.068
O 1.588 2.822 1.370
O 3.162 1.223 -0.056
O -1.117 1.570 1.955
H -0.084 -1.446 -1.049
H -0.644 0.256 -1.392
H -1.224 -0.375 0.868
H 0.601 -0.829 1.211
H 2.193 -0.693 -1.832
H -1.838 1.815 1.467

=====

Entry 12:
15
Properties=species:S:1:pos:R:3 method="wB97M-V/def2-TZVPD" charge=0 lumo_ev=0.72 multiplicity=1 smiles="C=CNC(=O)O/C=N/O" homo_lumo_gap_ev=9.8988 fmax_ev_per_a=7.2
C 0.719 3.604 0.923
C 0.451 2.349 0.577
N 0.329 1.242 1.463
C 0.324 -0.087 1.024
O 0.497 -0.962 1.821
O -0.015 -0.277 -0.274
C -0.259 -1.474 -0.807
N -1.064 -1.403 -1.904
O -0.906 -2.773 -2.491
H 1.015 3.938 1.948
H 0.916 4.329 0.005
H 0.402 2.181 -0.580
H 0.286 1.266 2.583
H 0.228 -2.367 -0.336
H -1.731 -2.486 -3.291

=====

Entry 13:
15
Properties=species:S:1:pos:R:3 method="wB97M-V/def2-TZVPD" charge=0 lumo_ev="0.55 / -3.09" s2=2.01 multiplicity=3 homo_lumo_gap_ev="6.6900 / 6.9598" fmax_ev_per_a=5.2
C 1.849 -0.285 -0.256
C -0.382 -1.329 0.139
C 0.912 0.915 -0.416
C -2.055 0.398 0.093
N 1.028 -1.389 -0.079
N -0.720 -0.061 0.277
O 3.033 -0.133 -0.121
O -0.996 -2.348 0.199
O 1.152 2.083 0.293
H 0.255 1.063 -1.213
H -2.359 0.169 -0.968
H -2.606 -0.173 0.710
H -2.195 1.544 0.202
H 1.511 -2.289 0.089
H 1.573 1.835 1.051

=====

Entry 14:
14
Properties=species:S:1:pos:R:3 method="wB97M-V/def2-TZVPD" charge=0 lumo_ev=0.68 multiplicity=1 smiles=NCc1conc1S homo_lumo_gap_ev=9.6279 fmax_ev_per_a=10.3
N 1.904 -0.225 0.632
C 1.246 -0.568 -0.442
C -0.343 -0.349 -0.320
C -1.334 -1.232 -0.258
O -2.399 -0.717 0.142
N -2.265 0.644 0.467
C -1.095 0.871 -0.005
S -0.281 2.374 -0.212
H 1.720 -0.527 1.470
H 2.432 0.763 0.742
H 1.247 -1.698 -0.491
H 1.704 -0.215 -1.443
H -1.276 -2.230 -0.630
H -1.260 3.110 0.348

=====

Entry 15:
15
Properties=species:S:1:pos:R:3 method="wB97M-V/def2-TZVPD" charge=0 lumo_ev=0.58 multiplicity=1 smiles="S=c1[nH]ncs1.CC=O" homo_lumo_gap_ev=8.6080 fmax_ev_per_a=3.9
S 1.565 -1.130 -1.327
C 1.679 0.324 -0.636
N 0.632 1.143 -0.385
N 0.820 2.271 0.210
C 2.101 2.395 0.497
S 3.115 1.155 -0.011
H -0.338 0.736 -0.559
H 2.565 3.176 1.213
C -1.441 -1.688 0.645
C -2.030 -1.091 -0.619
O -1.842 0.016 -1.085
H -1.025 -0.972 1.305
H -2.218 -2.126 1.420
H -0.833 -2.600 0.445
H -2.750 -1.608 -1.113

=====

Entry 16:
13
Properties=species:S:1:pos:R:3 method="wB97M-V/def2-TZVPD" charge=0 lumo_ev="0.01 / 0.06" multiplicity=1 homo_lumo_gap_ev="7.9185 / 7.7724" fmax_ev_per_a=3.8
C -1.461 0.992 -1.135
C -1.223 1.228 0.106
C 0.149 -0.877 -1.178
C -0.022 0.579 0.841
N 0.534 -0.454 -0.020
N 1.563 -1.179 0.609
S 0.712 -1.899 -2.255
H -2.309 1.234 -1.796
H -1.651 2.117 0.607
H 0.723 1.436 0.974
H -0.224 0.123 1.761
H 1.954 -1.833 -0.034
H 1.254 -1.469 1.519

=====

Entry 17:
13
Properties=species:S:1:pos:R:3 method="wB97M-V/def2-TZVPD" charge=0 lumo_ev=0.63 multiplicity=1 smiles=Cc1c[nH]c(S)n1 homo_lumo_gap_ev=8.9558 fmax_ev_per_a=2.3
C -0.681 -0.924 1.936
C -0.246 -0.320 0.628
C 0.152 -0.999 -0.472
N 0.436 -0.006 -1.416
C 0.187 1.188 -0.775
S 0.582 2.808 -1.524
N -0.277 1.066 0.418
H -0.496 -1.994 2.035
H -0.095 -0.476 2.784
H -1.703 -0.623 2.125
H 0.290 -2.042 -0.703
H 0.584 -0.081 -2.404
H 1.267 2.403 -2.634

=====

Entry 18:
13
Properties=species:S:1:pos:R:3 method="wB97M-V/def2-TZVPD" charge=0 lumo_ev=0.45 multiplicity=1 smiles="S/N=C1/C=CCN1" homo_lumo_gap_ev=9.1381 fmax_ev_per_a=8.0
S -1.580 -2.158 -1.317
N 0.142 -1.548 -1.218
C 0.097 -0.438 -0.698
C 1.308 0.298 -0.493
C 1.193 1.105 0.709
C -0.372 1.162 1.096
N -0.924 0.383 -0.276
H -1.041 -3.606 -0.777
H 2.311 0.241 -0.772
H 1.819 1.859 1.053
H -0.622 2.117 0.701
H -0.713 0.862 2.063
H -1.619 -0.277 -0.071

=====

Entry 19:
13
Properties=species:S:1:pos:R:3 method="wB97M-V/def2-TZVPD" charge=0 lumo_ev=0.75 multiplicity=1 smiles=Nc1ccc(S)[nH]1 homo_lumo_gap_ev=8.9139 fmax_ev_per_a=4.4
N 1.438 1.284 -1.481
C 0.817 0.376 -0.496
C 1.108 -0.637 0.336
C -0.070 -1.142 1.022
C -1.186 -0.398 0.573
S -2.920 -0.705 0.680
N -0.565 0.672 -0.190
H 2.603 1.370 -1.506
H 1.228 0.992 -2.485
H 2.137 -1.055 0.432
H -0.231 -1.797 1.833
H -3.382 -0.318 2.006
H -0.976 1.359 -0.725

=====

Entry 20:
13
Properties=species:S:1:pos:R:3 method="wB97M-V/def2-TZVPD" charge=0 lumo_ev=0.77 multiplicity=1 smiles=Cc1ccnn1S homo_lumo_gap_ev=9.3032 fmax_ev_per_a=1.7
C 1.191 -0.320 -1.392
C 0.276 0.179 -0.274
C 0.074 1.417 0.304
C -0.907 1.208 1.353
N -1.285 -0.055 1.365
N -0.541 -0.633 0.435
S -0.712 -2.292 0.135
H 1.672 0.566 -1.855
H 0.626 -0.847 -2.188
H 1.982 -0.957 -1.030
H 0.609 2.339 0.089
H -1.353 1.956 2.016
H -1.630 -2.562 1.042